The molecule C28H32N2O, computed with ωB97M-V/def2-TZVPD.

HOMO-LUMO gap, eV: 8.88
SMILES string: C(=C\c1ccccc1)/CN1CCN(CCOC(c2ccccc2)c2ccccc2)CC1
Relative energy (zero: lowest compared OMol25 entry of this formula, charge and spin), kcal/mol: 6.9
LUMO energy, eV: 0.73
Energy, Ha: -1270.87249

Last column: natural (NBO) charge in e.
Geometry (Å):
C1 -4.68 -1.71 -0.13  -0.162
C2 -4.68 -0.50 0.42  -0.235
C3 -5.79 0.44 0.48  0.011
C4 -5.57 1.70 1.03  -0.209
C5 -6.58 2.64 1.11  -0.211
C6 -7.85 2.33 0.63  -0.216
C7 -8.08 1.08 0.07  -0.208
C8 -7.07 0.15 0.00  -0.210
H1 -7.27 -0.82 -0.44  0.203
H2 -9.06 0.84 -0.30  0.211
H3 -8.64 3.06 0.68  0.212
H4 -6.39 3.61 1.54  0.212
H5 -4.59 1.95 1.41  0.206
H6 -3.76 -0.16 0.88  0.213
C9 -3.50 -2.63 -0.13  -0.249
N1 -2.25 -1.93 0.08  -0.452
C10 -1.18 -2.80 0.52  -0.236
C11 0.05 -1.95 0.86  -0.218
N2 0.52 -1.15 -0.26  -0.464
C12 1.24 -1.89 -1.28  -0.256
H7 1.77 -2.72 -0.80  0.211
C13 2.30 -1.02 -1.98  -0.066
O1 3.51 -0.91 -1.28  -0.535
C14 3.43 -0.12 -0.10  0.051
C15 4.75 -0.18 0.63  -0.039
C16 4.83 0.27 1.94  -0.156
C17 6.03 0.27 2.62  -0.224
C18 7.18 -0.18 1.99  -0.222
C19 7.11 -0.63 0.68  -0.205
C20 5.91 -0.63 0.00  -0.213
H8 5.84 -0.98 -1.01  0.228
H9 8.00 -0.98 0.19  0.210
H10 8.12 -0.18 2.51  0.211
H11 6.08 0.63 3.64  0.210
H12 3.93 0.63 2.43  0.201
C21 3.12 1.33 -0.41  -0.054
C22 2.08 1.99 0.23  -0.222
C23 1.81 3.32 -0.06  -0.198
C24 2.59 3.99 -0.99  -0.220
C25 3.62 3.34 -1.63  -0.220
C26 3.89 2.01 -1.34  -0.159
H13 4.70 1.49 -1.83  0.214
H14 4.23 3.86 -2.35  0.212
H15 2.38 5.03 -1.21  0.212
H16 1.00 3.82 0.44  0.210
H17 1.47 1.46 0.95  0.215
H18 2.64 -0.52 0.56  0.208
H19 1.88 -0.02 -2.19  0.176
H20 2.58 -1.48 -2.93  0.191
H21 0.58 -2.31 -2.05  0.176
C27 -0.59 -0.36 -0.77  -0.226
C28 -1.83 -1.19 -1.10  -0.241
H22 -2.64 -0.53 -1.40  0.218
H23 -1.62 -1.88 -1.94  0.158
H24 -0.26 0.19 -1.66  0.206
H25 -0.85 0.37 0.00  0.199
H26 0.87 -2.59 1.21  0.202
H27 -0.22 -1.26 1.66  0.198
H28 -1.50 -3.34 1.42  0.205
H29 -0.91 -3.55 -0.25  0.160
H30 -3.63 -3.36 0.68  0.212
H31 -3.49 -3.21 -1.08  0.171
H32 -5.57 -2.12 -0.60  0.193


A structure of composition C53H45CsN4S5Sb2, computed with ωB97M-V/def2-TZVPD.

HOMO-LUMO gap, eV: 4.01
Net charge: -2
Relative energy (zero: lowest compared OMol25 entry of this formula, charge and spin), kcal/mol: 0.3
LUMO energy, eV: 2.89
Energy, Ha: -4757.27114

Last column: Löwdin charge in e.
Geometry (Å):
Cs1 -1.30 -0.16 1.10  0.754
C1 3.66 -3.09 3.89  -0.094
C2 2.88 -3.11 5.04  -0.091
C3 1.67 -2.44 5.08  -0.030
C4 1.25 -1.73 3.96  -0.239
C5 2.02 -1.71 2.81  -0.030
C6 3.24 -2.38 2.77  -0.076
N1 0.01 -1.02 3.88  0.040
N2 -0.54 -0.81 4.97  0.095
C7 -1.80 -0.13 4.89  -0.327
C8 -2.25 0.43 6.07  -0.019
C9 -3.48 1.07 6.05  -0.068
C10 -4.20 1.10 4.87  -0.052
C11 -3.66 0.50 3.74  -0.131
N3 -2.48 -0.11 3.75  0.008
H1 4.60 -3.63 3.86  0.097
H2 3.21 -3.67 5.90  0.096
H3 1.05 -2.45 5.96  0.101
H4 1.68 -1.14 1.95  0.034
H5 3.84 -2.36 1.87  0.100
H6 -1.64 0.37 6.96  0.109
H7 -3.87 1.54 6.95  0.105
H8 -5.17 1.58 4.81  0.104
H9 -4.19 0.51 2.80  0.117
C12 2.60 -0.90 -1.82  -0.372
C13 1.44 -1.82 -2.21  -0.384
C14 0.68 -2.37 -1.01  -0.461
Sb1 -0.67 -4.04 -1.36  1.416
C15 0.99 -5.21 -2.23  -0.388
C16 2.22 -5.28 -1.58  -0.150
C17 3.25 -6.09 -2.04  -0.114
C18 3.06 -6.88 -3.17  -0.125
C19 1.84 -6.84 -3.82  -0.111
C20 0.82 -6.02 -3.35  -0.141
C21 -1.49 -3.54 -3.28  -0.390
C22 -0.72 -3.20 -4.39  -0.147
C23 -1.32 -2.83 -5.58  -0.097
C24 -2.71 -2.79 -5.68  -0.097
C25 -3.49 -3.16 -4.59  -0.089
C26 -2.88 -3.54 -3.40  -0.163
Sb2 2.11 0.72 -0.48  1.458
C27 4.08 1.58 -0.64  -0.377
C28 5.13 1.00 0.06  -0.149
C29 6.42 1.51 -0.01  -0.111
C30 6.67 2.63 -0.79  -0.117
C31 5.64 3.23 -1.49  -0.100
C32 4.35 2.71 -1.42  -0.114
C33 1.17 2.05 -1.84  -0.436
C34 1.24 1.90 -3.22  -0.152
C35 0.60 2.80 -4.06  -0.097
C36 -0.11 3.87 -3.52  -0.086
C37 -0.18 4.03 -2.14  -0.072
C38 0.45 3.11 -1.30  -0.135
H10 3.09 -0.48 -2.70  0.049
H11 3.37 -1.47 -1.29  0.046
H12 1.85 -2.65 -2.80  0.084
H13 0.72 -1.29 -2.84  0.053
H14 0.08 -1.58 -0.57  -0.122
H15 1.37 -2.74 -0.24  0.030
H16 2.40 -4.67 -0.69  0.083
H17 4.20 -6.11 -1.52  0.090
H18 3.86 -7.51 -3.53  0.086
H19 1.68 -7.45 -4.70  0.091
H20 -0.12 -6.00 -3.89  0.091
H21 0.36 -3.22 -4.32  0.084
H22 -0.71 -2.54 -6.42  0.092
H23 -3.18 -2.47 -6.60  0.095
H24 -4.57 -3.11 -4.66  0.104
H25 -3.50 -3.79 -2.55  0.057
H26 4.95 0.13 0.69  0.082
H27 7.22 1.04 0.54  0.092
H28 7.68 3.04 -0.85  0.090
H29 5.82 4.11 -2.10  0.095
H30 3.55 3.18 -1.98  0.090
H31 1.78 1.06 -3.66  0.090
H32 0.63 2.66 -5.13  0.096
H33 -0.63 4.56 -4.17  0.097
H34 -0.77 4.83 -1.71  0.096
H35 0.33 3.21 -0.23  0.078
S1 -7.34 -0.18 -3.79  0.350
C39 -5.89 -0.43 -2.99  -1.557
S2 -4.42 0.35 -3.37  0.843
C40 -3.35 -0.41 -2.19  -1.196
C41 -3.98 -1.30 -1.37  -1.210
S3 -3.30 -2.35 -0.15  0.218
S4 -5.69 -1.51 -1.67  0.835
S5 -1.68 0.05 -2.31  0.413
C42 -0.38 3.36 5.79  -0.164
C43 0.40 2.61 4.91  -0.143
C44 0.08 2.49 3.57  -0.074
C45 -1.05 3.14 3.00  -0.345
C46 -1.85 3.88 3.92  -0.060
C47 -1.52 3.98 5.26  -0.142
N4 -1.32 2.93 1.70  -0.017
C48 -2.12 3.78 0.98  -0.333
C49 -2.88 3.27 -0.10  -0.048
C50 -3.61 4.09 -0.93  -0.104
C51 -3.63 5.47 -0.75  -0.144
C52 -2.88 6.00 0.29  -0.134
C53 -2.14 5.19 1.14  -0.064
H36 -0.13 3.45 6.83  0.074
H37 1.29 2.10 5.28  0.091
H38 0.72 1.92 2.91  0.079
H39 -2.75 4.36 3.56  0.097
H40 -2.16 4.55 5.92  0.088
H41 -2.85 2.21 -0.31  0.063
H42 -4.17 3.64 -1.75  0.098
H43 -4.20 6.11 -1.40  0.079
H44 -2.86 7.08 0.45  0.085
H45 -1.55 5.63 1.93  0.099